(1)
This record from the OMol25 dataset describes C28H29CrN7S2Si as an isolated structure. The level of theory is the ωB97M-V functional and the def2-TZVPD basis.

XYZ file:
```
68
Properties=species:S:1:pos:R:3:nbo_charge:R:1
Cr -1.251 -0.660 0.597 0.8593
C 1.418 4.387 2.548 -1.1146
Si 1.622 3.938 0.748 1.6300
C 3.045 2.759 0.475 -1.1197
C 1.868 5.474 -0.291 -1.1211
C -0.005 3.151 0.152 -0.4837
C -0.890 3.867 -0.646 -0.1089
C -2.070 3.308 -1.136 -0.2579
C -2.334 1.992 -0.839 0.0599
N -1.508 1.283 -0.064 -0.5457
C -0.401 1.841 0.451 0.1193
S 0.412 0.706 1.522 -0.1252
H 2.247 5.006 2.896 0.2480
H 1.378 3.497 3.178 0.2446
H 0.495 4.951 2.700 0.2410
H 3.976 3.328 0.406 0.2451
H 2.922 2.201 -0.456 0.2455
H 3.147 2.038 1.286 0.2493
H 2.885 5.847 -0.156 0.2516
H 1.189 6.281 -0.008 0.2419
H 1.732 5.271 -1.356 0.2408
H -0.657 4.893 -0.909 0.2273
H -2.755 3.879 -1.746 0.2355
H -3.212 1.478 -1.213 0.2094
S -1.367 -2.846 1.173 -0.0352
C -0.140 -3.395 0.082 0.0686
N 0.119 -4.694 0.042 -0.0984
N 1.169 -5.202 -0.514 -0.2668
C 2.489 -4.715 -0.741 0.0873
C 3.225 -5.397 -1.703 -0.2188
C 4.552 -5.065 -1.919 -0.1862
C 5.149 -4.067 -1.163 -0.1973
C 4.412 -3.411 -0.186 -0.2106
C 3.080 -3.722 0.029 -0.1746
N 0.462 -2.551 -0.789 -0.1772
N -0.034 -1.372 -0.812 -0.2700
C 0.605 -0.510 -1.762 0.1748
C -0.182 0.262 -2.602 -0.2276
C 0.424 1.127 -3.501 -0.2027
C 1.807 1.218 -3.553 -0.1986
C 2.588 0.429 -2.717 -0.1931
C 1.991 -0.440 -1.819 -0.2269
H 1.089 -6.204 -0.609 0.4033
H 2.757 -6.180 -2.287 0.2234
H 5.118 -5.590 -2.676 0.2296
H 6.186 -3.809 -1.326 0.2277
H 4.879 -2.647 0.423 0.2256
H 2.528 -3.209 0.802 0.2194
H -1.259 0.162 -2.576 0.2143
H -0.188 1.721 -4.166 0.2248
H 2.279 1.896 -4.252 0.2256
H 3.667 0.494 -2.761 0.2255
H 2.587 -1.053 -1.157 0.2330
N -3.846 -0.093 3.887 -0.4980
C -2.684 0.027 3.221 0.2852
N -2.794 -0.342 1.967 -0.5674
C -4.120 -0.741 1.793 0.1443
C -4.779 -1.231 0.668 -0.2224
C -6.115 -1.543 0.805 -0.1981
C -6.786 -1.375 2.028 -0.1908
C -6.142 -0.894 3.148 -0.2093
C -4.795 -0.583 3.002 0.0936
H -3.986 0.144 4.854 0.4386
H -1.775 0.398 3.667 0.2392
H -4.264 -1.378 -0.274 0.2215
H -6.661 -1.931 -0.044 0.2299
H -7.834 -1.634 2.091 0.2311
H -6.661 -0.769 4.089 0.2318
```

Output
* 2S+1: 2
* HOMO level (spin up / spin down): -10.4 / -10.5 eV
* E_tot: -97902.0666 eV
* total charge: +1



(2)
This record from the OMol25 dataset describes C28H29F2GeN2Sc as an isolated structure in a non-equilibrium geometry. The level of theory is the ωB97M-V functional and the def2-TZVPD basis.

XYZ file:
```
63
Properties=species:S:1:pos:R:3:nbo_charge:R:1
Sc -0.144 -0.458 0.477 2.0650
F -3.215 -4.017 -2.502 -0.2845
C -2.053 -3.415 -2.278 0.4514
C -2.026 -2.259 -1.511 -0.3016
C -0.804 -1.640 -1.273 -0.5837
C 0.387 -2.147 -1.849 -0.1483
C 0.292 -3.335 -2.569 0.4421
F 1.395 -3.902 -3.064 -0.2964
C -0.908 -3.977 -2.803 -0.3083
C 1.666 -1.427 -1.657 0.2304
C 2.771 -1.510 -2.492 -0.2158
C 3.907 -0.776 -2.193 -0.0778
C 3.939 0.053 -1.076 -0.2352
C 2.809 0.124 -0.299 0.0652
N 1.708 -0.600 -0.583 -0.6683
H -2.963 -1.901 -1.106 0.2304
H -0.940 -4.892 -3.379 0.2777
H 2.738 -2.135 -3.370 0.2645
H 4.774 -0.850 -2.836 0.2554
H 4.815 0.629 -0.816 0.2604
H 2.767 0.755 0.581 0.2236
C -4.125 3.969 2.203 -0.6218
C -2.971 4.619 1.459 -0.3596
C -2.493 3.793 0.229 -0.4715
C -1.792 2.520 0.777 -0.7887
Ge -1.394 2.012 -1.034 1.3560
C -2.745 1.566 -2.294 -0.8635
C -3.958 0.867 -1.670 -0.4020
C -4.941 0.359 -2.722 -0.3954
C -6.052 -0.482 -2.108 -0.6063
H -4.510 4.654 2.957 0.2550
H -3.827 3.058 2.726 0.2041
H -4.950 3.728 1.530 0.2154
H -2.122 4.795 2.120 0.2211
H -3.269 5.591 1.061 0.2435
H -1.814 4.416 -0.367 0.2492
H -3.359 3.545 -0.390 0.2377
H -2.430 1.840 1.334 0.2748
H -0.902 2.714 1.370 0.2750
H -0.170 2.737 -1.610 -0.1017
H -2.279 0.969 -3.083 0.2792
H -3.010 2.532 -2.744 0.2772
H -4.475 1.553 -0.991 0.2077
H -3.631 0.023 -1.056 0.1902
H -4.392 -0.225 -3.467 0.2054
H -5.369 1.215 -3.251 0.2174
H -5.657 -1.396 -1.655 0.2021
H -6.781 -0.781 -2.859 0.2410
H -6.587 0.071 -1.333 0.2117
N -0.457 0.399 10.496 -0.2216
C -0.432 0.368 9.349 0.2369
C -0.400 0.322 7.904 -0.1106
C 0.737 0.756 7.228 -0.1493
C 0.788 0.669 5.851 -0.1836
C -0.302 0.150 5.146 -0.1347
C -1.450 -0.264 5.828 -0.1821
C -1.498 -0.177 7.206 -0.1592
C -0.223 0.022 3.726 0.3052
C -0.148 -0.060 2.503 -0.9563
H 1.573 1.158 7.784 0.2483
H 1.670 0.998 5.318 0.2293
H -2.294 -0.657 5.277 0.2288
H -2.379 -0.492 7.746 0.2495
```

Output
* energy relative to the best compared isomer or geometry (same formula, charge and spin): 244.8 kJ/mol
* HOMO level: -13.8 eV
* E_tot: -115118.7622 eV
* total charge: +2



(3)
This record from the OMol25 dataset describes C28H29F6N5O9S2V as an isolated structure in a non-equilibrium geometry. The level of theory is the ωB97M-V functional and the def2-TZVPD basis.

XYZ file:
```
80
Properties=species:S:1:pos:R:3:mulliken_charge:R:1
V -0.235 0.596 -0.278 0.7782
O 1.831 -1.395 -2.282 -0.5772
C 1.737 -0.833 -1.221 -0.3378
O 1.522 0.472 -0.988 -0.8158
C 1.829 -1.551 0.114 0.9151
C 2.801 -2.489 0.357 -0.7199
C 2.912 -2.974 1.657 -0.6442
C 2.031 -2.518 2.612 -0.9841
C 1.033 -1.601 2.272 0.3087
N 0.940 -1.111 1.038 0.9555
C 0.012 -1.188 3.356 0.2501
O 0.369 -1.443 4.511 -0.8336
O -1.078 -0.753 2.935 -0.7075
H 3.454 -2.798 -0.447 0.5735
H 3.678 -3.696 1.912 0.4274
H 2.064 -2.836 3.643 0.5934
C 3.642 3.003 1.238 -1.3825
C 3.113 1.623 1.636 -0.0607
C 2.110 1.698 2.759 0.9019
C 2.542 1.618 4.078 -0.6140
C 1.654 1.769 5.130 -1.2044
C 0.316 2.000 4.865 -0.5085
C -0.156 2.068 3.559 0.0540
C -1.633 2.263 3.328 -0.0067
C -2.090 3.693 3.627 -1.4559
C 0.756 1.918 2.525 -0.4839
N 0.296 2.033 1.156 2.2355
C 0.088 3.239 0.736 0.0661
C -0.459 3.434 -0.569 -0.8038
C -0.767 4.531 -1.352 -1.1932
C -1.270 4.018 -2.560 -1.0453
C -1.240 2.632 -2.458 -0.5849
N -0.757 2.269 -1.249 1.3803
H 4.455 2.915 0.517 0.4115
H 4.012 3.546 2.110 0.3514
H 2.858 3.604 0.775 0.2602
H 3.947 0.997 1.961 0.6551
H 2.662 1.151 0.760 -0.6547
H 3.590 1.422 4.272 0.4376
H 1.997 1.670 6.152 0.3589
H -0.392 2.091 5.680 0.4519
H -2.158 1.550 3.963 0.6004
H -1.882 2.006 2.296 -0.6837
H -1.834 3.981 4.648 0.3688
H -3.170 3.793 3.510 0.4218
H -1.618 4.411 2.953 0.2939
H 0.318 4.076 1.396 0.5803
H -0.636 5.566 -1.080 0.5433
H -1.598 4.579 -3.418 0.4956
H -1.519 1.896 -3.193 0.5640
C -2.599 -2.351 1.174 -0.5001
N -3.576 -1.300 0.845 0.4143
C -5.005 -1.592 0.881 -1.0166
C -3.134 -0.129 0.437 0.8466
C -4.055 0.940 -0.069 -1.5479
O -1.908 0.108 0.469 -0.3374
H -3.145 -3.209 1.551 0.4399
H -1.907 -1.970 1.930 -0.0617
H -2.051 -2.621 0.269 0.2162
H -5.134 -2.608 1.244 0.3160
H -5.451 -1.519 -0.111 0.3530
H -5.525 -0.914 1.557 0.3102
H -4.758 1.245 0.707 0.4029
H -4.622 0.575 -0.926 0.4468
H -3.457 1.796 -0.376 0.0929
F -3.596 -1.931 -1.780 -0.1874
C -3.061 -1.932 -3.017 0.5024
F -3.296 -3.116 -3.567 -0.2315
F -3.664 -0.988 -3.730 -0.2072
S -1.263 -1.657 -2.890 0.8888
O -1.160 -0.362 -2.197 -0.3950
O -0.801 -2.807 -2.181 -0.7191
N -0.823 -1.651 -4.370 -0.6110
S -0.728 -0.392 -5.335 0.9191
O -0.638 -0.911 -6.664 -0.6720
O -1.669 0.650 -5.027 -0.6061
C 0.905 0.399 -5.048 0.6566
F 1.078 1.262 -6.061 -0.2543
F 1.890 -0.481 -5.085 -0.2251
F 0.926 1.081 -3.919 -0.1655
```

Output
* energy relative to the best compared isomer or geometry (same formula, charge and spin): 129.6 kJ/mol
* 2S+1: 3
* HOMO level (spin up / spin down): -5.7 / -5.8 eV
* E_tot: -119053.7588 eV
* total charge: -1